1.
A cluster of 3 separate species, C31H26BF6NO2S in total, computed with the ωB97M-V functional and the def2-TZVPD basis.

Values from the calculation:
**2S+1**: 1
**Energy above the lowest of the compared OMol25 structures with the same formula, charge and spin**: 44.3 kcal per mole
**LUMO**: -3.02 eV
**E_HOMO**: -7.24 eV

Geometry (Å):
C 3.958 5.191 1.068
C 2.977 4.063 1.123
C 2.069 3.831 2.135
C 1.202 2.633 1.906
C 1.238 1.986 0.696
B 3.034 -0.190 0.972
C 3.192 -0.362 -0.562
C 4.458 -0.594 -1.113
C 4.584 -1.094 -2.392
C 5.975 -1.445 -2.874
F 6.205 -0.899 -4.118
F 6.939 -0.927 -2.040
F 6.216 -2.785 -2.999
C 3.520 -1.112 -3.293
C 2.334 -0.563 -2.813
C 1.110 -0.618 -3.702
F 0.594 -1.906 -3.675
F 0.122 0.209 -3.228
F 1.269 -0.269 -5.018
C 2.138 -0.258 -1.470
O 4.061 0.499 1.598
C 4.181 -0.073 2.916
C 2.962 -0.975 3.083
O 2.161 -0.762 1.884
S 2.520 2.993 -0.220
H 3.565 6.152 1.470
H 4.907 5.046 1.598
H 4.227 5.364 0.019
H 2.013 4.497 3.009
H 0.519 2.217 2.647
H 5.365 -0.353 -0.579
H 3.613 -1.481 -4.312
H 1.179 0.127 -1.130
H 5.116 -0.657 3.039
H 4.128 0.745 3.657
H 3.242 -2.035 3.155
H 2.432 -0.743 4.001
C -5.588 1.490 2.287
N -4.559 0.591 1.867
C -3.436 1.025 1.270
C -2.592 -0.068 0.952
C -1.611 -0.158 -0.070
C -2.209 -0.487 -1.357
C -2.259 -1.824 -1.780
C -2.988 -2.235 -2.895
C -3.754 -1.318 -3.625
C -3.686 0.036 -3.246
C -2.990 0.444 -2.114
C -3.332 -1.269 1.501
C -3.266 -2.651 1.358
C -4.348 -3.451 1.845
C -5.465 -2.923 2.507
C -5.572 -1.525 2.604
C -4.544 -0.771 2.075
H -5.987 1.254 3.264
H -5.110 2.482 2.301
H -6.439 1.534 1.613
H -3.425 2.041 0.911
H -0.532 -0.203 0.110
H -1.716 -2.577 -1.197
H -2.975 -3.304 -3.129
H -4.377 -1.642 -4.480
H -4.254 0.765 -3.846
H -3.012 1.490 -1.806
H -2.388 -3.110 0.837
H -4.291 -4.534 1.744
H -6.233 -3.542 2.995
H -6.386 -1.010 3.061

Need the natural (NBO) charges? In units of e they are: C -0.64; C -0.19; C -0.29; C -0.39; C -0.41; B 1.17; C -0.29; C -0.14; C -0.16; C 0.98; F -0.33; F -0.33; F -0.32; C -0.15; C -0.16; C 0.98; F -0.34; F -0.33; F -0.32; C -0.15; O -0.70; C -0.10; C -0.09; O -0.71; S 0.24; H 0.22; H 0.22; H 0.22; H 0.21; H 0.20; H 0.25; H 0.24; H 0.24; H 0.18; H 0.19; H 0.17; H 0.19; C -0.40; N -0.34; C 0.06; C -0.26; C 0.29; C -0.15; C -0.17; C -0.19; C -0.18; C -0.21; C -0.16; C -0.06; C -0.14; C -0.25; C -0.20; C -0.24; C 0.14; H 0.21; H 0.22; H 0.21; H 0.23; H 0.26; H 0.22; H 0.23; H 0.23; H 0.23; H 0.22; H 0.21; H 0.22; H 0.23; H 0.22



2.
A cluster of 2 separate species, C3H4N3OS in total, computed with the ωB97M-V functional and the def2-TZVPD basis.

Values from the calculation:
**2S+1**: 3
**Energy above the lowest of the compared OMol25 structures with the same formula, charge and spin**: 0.0 kcal per mole
**LUMO (alpha / beta)**: -6.22 / -7.36 eV
**E_HOMO (alpha / beta)**: -14.72 / -14.94 eV
**Total charge**: +1

Geometry (Å):
C 0.597 1.334 -0.073
C -0.963 -0.655 -0.040
C -0.738 0.708 0.053
N 1.614 0.671 -0.120
N -1.851 1.354 0.154
N 0.967 -2.301 -0.062
O -2.837 0.554 0.068
S -2.539 -1.069 0.047
H 0.425 2.463 -0.132
H 2.515 1.206 -0.271
H 1.763 -2.120 -0.587
H 1.046 -2.145 0.963

Need the natural (NBO) charges? In units of e they are: C 0.11; C -0.05; C -0.09; N -0.56; N 0.11; N -0.41; O -0.35; S 0.95; H 0.20; H 0.40; H 0.34; H 0.34



3.
A structure of composition C37H47BCrN9OS3, computed with the ωB97M-V functional and the def2-TZVPD basis.

Values from the calculation:
**2S+1**: 4
**Energy above the lowest of the compared OMol25 structures with the same formula, charge and spin**: 17.4 kcal per mole
**LUMO (alpha / beta)**: -13.43 / -12.66 eV
**E_HOMO (alpha / beta)**: -19.39 / -19.64 eV
**Total charge**: +4

Geometry (Å):
Cr -3.448 0.699 -0.035
C -1.132 -3.540 -4.253
C -0.243 -2.667 -3.413
C 1.069 -2.462 -3.742
C 1.932 -1.731 -2.902
N 1.435 -1.035 -1.891
N 0.125 -1.158 -1.604
B -0.384 -0.342 -0.382
N -0.385 -1.369 0.836
N 0.758 -1.289 1.478
C 0.996 -2.122 2.490
C 0.041 -3.086 2.838
C -1.158 -3.193 2.152
C -2.174 -4.232 2.518
C -1.335 -2.267 1.120
S -2.834 -2.195 0.178
C 2.335 -1.944 3.182
C 2.419 -0.494 3.684
C 3.442 -2.200 2.146
C 2.485 -2.909 4.359
N 0.246 0.991 0.171
N 1.397 1.408 -0.330
C 1.970 2.491 0.199
C 1.370 3.155 1.273
C 0.137 2.777 1.749
C -0.526 3.521 2.869
C -0.442 1.657 1.132
S -2.030 1.165 1.753
C 3.296 2.923 -0.401
C 3.086 3.161 -1.902
C 4.301 1.791 -0.127
C 3.812 4.217 0.232
C -0.678 -2.035 -2.231
S -2.239 -2.749 -1.721
C 3.444 -1.734 -3.101
C 4.064 -2.217 -1.778
C 3.928 -0.322 -3.420
C 3.852 -2.682 -4.230
H -0.555 -3.983 -5.061
H -1.946 -2.958 -4.692
H -1.567 -4.366 -3.686
H 1.461 -2.913 -4.643
H 0.250 -3.771 3.648
H -1.692 -5.058 3.036
H -2.692 -4.629 1.647
H -2.917 -3.812 3.201
H 2.324 0.217 2.860
H 3.391 -0.337 4.151
H 1.654 -0.285 4.435
H 3.394 -1.480 1.328
H 3.384 -3.210 1.735
H 4.411 -2.098 2.634
H 1.715 -2.762 5.119
H 3.446 -2.729 4.839
H 2.481 -3.953 4.041
H 1.868 4.009 1.712
H 0.051 4.407 3.121
H -0.595 2.900 3.765
H -1.538 3.827 2.604
H 2.613 2.316 -2.396
H 4.050 3.341 -2.378
H 2.469 4.047 -2.063
H 3.933 0.829 -0.484
H 4.506 1.709 0.943
H 5.242 2.010 -0.631
H 3.111 5.046 0.117
H 4.732 4.505 -0.276
H 4.059 4.100 1.289
H 3.796 -1.559 -0.951
H 5.150 -2.218 -1.875
H 3.752 -3.236 -1.538
H 3.675 0.362 -2.619
H 3.504 0.049 -4.355
H 5.013 -0.336 -3.529
H 3.540 -3.713 -4.052
H 4.939 -2.686 -4.296
H 3.479 -2.357 -5.204
C -6.972 -0.537 2.055
C -7.889 0.374 1.545
C -7.452 1.405 0.719
C -6.112 1.496 0.416
N -5.221 0.577 0.883
C -5.649 -0.410 1.697
C -5.497 2.589 -0.372
C -6.174 3.679 -0.872
C -5.458 4.674 -1.531
C -4.083 4.553 -1.672
C -3.462 3.430 -1.167
N -4.154 2.471 -0.531
H -7.278 -1.331 2.722
H -8.938 0.293 1.798
H -8.156 2.129 0.336
H -4.895 -1.088 2.074
H -7.242 3.774 -0.746
H -5.975 5.539 -1.927
H -3.500 5.315 -2.169
H -2.395 3.278 -1.263
O -2.499 0.445 -1.703
N -1.818 0.137 -0.685

Need the Löwdin charges? In units of e they are: Cr 0.73; C -0.04; C -0.23; C 0.13; C -0.14; N 0.22; N 0.07; B -0.62; N 0.03; N 0.22; C -0.13; C 0.14; C -0.19; C 0.00; C -0.45; S 0.76; C -0.54; C -0.02; C -0.02; C -0.03; N 0.04; N 0.22; C -0.15; C 0.12; C -0.22; C -0.03; C -0.47; S 0.90; C -0.53; C -0.02; C -0.02; C -0.04; C -0.40; S 0.84; C -0.53; C -0.02; C -0.02; C -0.04; H 0.11; H 0.11; H 0.09; H 0.14; H 0.14; H 0.11; H 0.09; H 0.11; H 0.07; H 0.11; H 0.10; H 0.06; H 0.10; H 0.11; H 0.10; H 0.11; H 0.10; H 0.14; H 0.11; H 0.10; H 0.09; H 0.06; H 0.11; H 0.10; H 0.05; H 0.10; H 0.11; H 0.10; H 0.11; H 0.10; H 0.05; H 0.11; H 0.10; H 0.04; H 0.10; H 0.11; H 0.10; H 0.11; H 0.10; C 0.02; C 0.05; C 0.06; C -0.16; N -0.02; C -0.07; C -0.16; C 0.06; C 0.05; C 0.02; C -0.05; N -0.02; H 0.14; H 0.15; H 0.14; H 0.11; H 0.14; H 0.15; H 0.14; H 0.13; O -0.03; N -0.23



4.
A structure of composition C18H28Cl2LuN3OP2, computed with the ωB97M-V functional and the def2-TZVPD basis.

Values from the calculation:
**2S+1**: 1
**Energy above the lowest of the compared OMol25 structures with the same formula, charge and spin**: 16.5 kcal per mole
**LUMO**: -6.75 eV
**E_HOMO**: -14.65 eV
**Total charge**: +2

Geometry (Å):
C 1.201 -0.079 -6.468
C 0.774 0.323 -5.085
H 2.295 -0.088 -6.494
H 0.836 0.636 -7.222
H 0.834 -1.090 -6.705
O 1.486 0.587 -4.136
Cl -0.997 0.375 -4.934
Lu -0.095 0.034 0.304
P -0.207 2.570 -0.277
C 0.953 3.515 0.727
C -0.008 2.989 -2.025
H -0.196 4.065 -2.178
H -2.064 4.116 0.017
H -0.680 2.378 -2.649
H -2.642 2.437 -0.352
H 1.971 3.217 0.434
H 1.001 2.700 -2.359
C -1.912 3.042 0.214
H 0.790 4.587 0.557
H -2.078 2.817 1.283
H 0.851 3.266 1.795
P 0.045 -2.579 0.028
C 1.294 -3.305 1.129
C -1.627 -3.177 0.556
H -0.442 -2.751 -2.331
H 0.205 -4.307 -1.649
H 1.289 -2.890 -1.994
C 0.293 -3.208 -1.648
H -2.396 -2.711 -0.082
H -1.661 -4.277 0.507
H 1.224 -4.401 1.109
H 1.209 -2.947 2.166
H -1.909 -2.869 1.576
H 2.279 -2.948 0.794
Cl -1.834 -0.193 -1.340
N -0.047 1.534 11.365
C -0.077 1.434 10.201
C -0.091 1.290 8.760
C -1.076 1.904 7.978
C -1.064 1.758 6.580
C -0.077 0.979 5.981
C 0.900 0.352 6.758
C 0.910 0.529 8.142
N -0.257 0.448 4.656
C -0.387 -0.938 4.473
C -0.438 -1.149 3.142
N -0.353 0.075 2.471
C -0.254 1.001 3.440
H -1.841 2.494 8.480
H -1.872 2.153 5.972
H 1.597 -0.331 6.273
H 1.693 0.064 8.742
H -0.436 -1.612 5.318
H -0.580 -2.044 2.556
H -0.158 2.048 3.284

Need the natural (NBO) charges? In units of e they are: C -0.73; C 0.57; H 0.25; H 0.27; H 0.26; O -0.55; Cl -0.07; Lu 1.88; P 0.69; C -0.94; C -0.94; H 0.26; H 0.27; H 0.29; H 0.28; H 0.26; H 0.27; C -0.93; H 0.27; H 0.24; H 0.23; P 0.68; C -0.95; C -0.93; H 0.28; H 0.26; H 0.26; C -0.93; H 0.28; H 0.27; H 0.27; H 0.25; H 0.24; H 0.26; Cl -0.56; N -0.20; C 0.23; C -0.12; C -0.16; C -0.15; C 0.07; C -0.20; C -0.14; N -0.30; C -0.03; C -0.09; N -0.73; C 0.27; H 0.26; H 0.23; H 0.23; H 0.26; H 0.27; H 0.24; H 0.23



What energy values result from the calculations? In sequence: -65966.3964; -20513.1216; -116156.6270; -102869.4424 eV.